Below is an isolated molecule of C17H24FNO, with properties calculated with ωB97M-V/def2-TZVPD.

## Properties
Maximum force ... 0.73 eV Å⁻¹
Spin multiplicity ... 1
ΔE to the lowest compared entry with this formula, charge and spin ... 0.099 eV
HOMO energy ... -0.320 Eh
Calculated total energy ... -892.0561 a.u.
SMILES ... CCCC[C@H](CC)CNC(=O)/C=C/c1ccc(F)cc1
HOMO-LUMO gap ... 8.8666 eV
LUMO energy ... 0.15 eV

Cartesian coordinates (Å):
C: -2.80980 -3.27754 3.82082
C: -1.69141 -4.02967 3.10630
C: -0.87369 -3.15850 2.14298
C: -1.28971 -3.26658 0.67369
C: -2.71060 -2.80026 0.34199
C: -3.05173 -3.09336 -1.12786
C: -3.37643 -4.56112 -1.38333
C: -2.90267 -1.30588 0.65139
N: -1.98134 -0.45627 -0.06077
C: -0.97365 0.20844 0.55659
O: -0.81906 0.19366 1.76528
C: -0.09539 0.96301 -0.36351
C: 0.95654 1.63325 0.11760
C: 1.92472 2.41856 -0.62368
C: 3.01913 2.95580 0.06102
C: 3.97424 3.70816 -0.59255
C: 3.82921 3.92976 -1.95060
F: 4.75493 4.66456 -2.59971
C: 2.75702 3.41889 -2.66164
C: 1.81195 2.66613 -1.99464
H: -3.56702 -2.92557 3.12557
H: -3.29399 -3.92706 4.54791
H: -2.40525 -2.41685 4.34847
H: -1.02152 -4.43223 3.86953
H: -2.11010 -4.88131 2.56459
H: 0.17251 -3.47060 2.19269
H: -0.90564 -2.11729 2.46411
H: -1.18741 -4.30938 0.36557
H: -0.58333 -2.68038 0.07867
H: -3.42184 -3.34959 0.96490
H: -2.21451 -2.79791 -1.76517
H: -3.92036 -2.49523 -1.41703
H: -3.64248 -4.71243 -2.42718
H: -2.52541 -5.19794 -1.15666
H: -4.21529 -4.87791 -0.76737
H: -2.73359 -1.11371 1.71180
H: -3.92870 -1.01223 0.40039
H: -2.04198 -0.44834 -1.06581
H: -0.34183 0.93659 -1.41500
H: 1.11062 1.57876 1.18895
H: 3.11819 2.77466 1.12087
H: 4.82115 4.12285 -0.06903
H: 2.67511 3.61570 -3.71911
H: 0.97323 2.27192 -2.54628

Forces on atoms 1 to 6 (eV/Å):
0.11 -0.21 -0.04
0.05 0.20 0.04
0.01 -0.24 -0.08
-0.14 0.08 0.22
0.21 0.26 -0.24
-0.12 -0.18 0.28